DFT (ωB97M-V/def2-TZVPD) results for 2 unconnected molecules or ions with the total composition C17H22BIN3O4 in a non-equilibrium geometry.

The max |F| comes out at 11.86 eV Å⁻¹. The value obtained for the frontier orbital gap is 6.1 eV. As for the total energy: -1448.04149 hartree.

Structure (ORCA input):
```
! RIJCOSX wB97M-V def2-TZVPD def2/J DEFGRID3
* xyz 1 1
C 3.799 -3.564 -0.492
C 2.600 -4.023 -1.539
B 2.295 -2.825 -2.648
O 2.699 -2.946 -4.066
C 1.492 -1.442 -2.142
C 2.470 -0.108 -1.986
O 3.924 -0.225 -2.313
C 1.829 1.325 -1.495
O 2.697 2.512 -1.402
C 2.941 2.885 0.005
N 3.229 3.278 1.215
C 0.208 1.301 -1.138
I -0.800 3.131 -0.427
C -0.625 -0.120 -1.349
N -0.022 -1.420 -1.848
C -0.760 -2.717 -2.091
C -2.372 -2.677 -1.805
C -2.664 -3.276 -0.292
O -4.090 -3.725 -0.153
C -4.274 -3.713 1.336
H 4.761 -4.205 -0.769
H 3.440 -3.738 0.609
H 4.006 -2.414 -0.698
H 1.664 -4.319 -0.894
H 2.909 -4.991 -2.149
H 3.635 -3.307 -4.064
H 4.371 0.670 -2.270
H -1.784 -0.056 -1.072
H -0.331 -3.598 -1.409
H -0.643 -2.978 -3.250
H -2.901 -1.659 -2.032
H -2.860 -3.470 -2.553
H -2.032 -4.287 -0.230
H -2.331 -2.569 0.579
H -5.242 -4.286 1.660
H -3.279 -4.168 1.798
H -4.290 -2.556 1.621
N -2.596 5.677 4.127
C -2.470 7.022 4.095
C -1.329 7.678 3.661
C -0.249 6.911 3.238
C -0.348 5.524 3.260
C -1.532 4.959 3.708
H -3.338 7.577 4.439
H -1.283 8.761 3.655
H 0.663 7.390 2.892
H 0.475 4.898 2.937
H -1.660 3.881 3.741
*
```

These are the natural (NBO) partial charges, in e, on atoms 1 to 2:
1 C -0.6183
2 C -0.8124

=====

DFT (ωB97M-V/def2-TZVPD) results for 2 unconnected molecules or ions with the total composition CH3BrClP.

The max |F| comes out at 0.95 eV Å⁻¹. Its energy relative to the best compared isomer or geometry (same formula, charge and spin) is 1.256 eV. The value obtained for the frontier orbital gap is 9.6 eV. The SMILES is C=PBr.Cl. As for the total energy: -3415.44848 hartree.

Structure (ORCA input):
```
! RIJCOSX wB97M-V def2-TZVPD def2/J DEFGRID3
* xyz 0 1
C 1.966 -0.347 0.058
P 0.493 -0.285 -0.706
Cl -3.843 -0.683 0.182
Br -0.299 1.679 -0.076
H 2.575 -1.223 -0.092
H -3.265 0.430 -0.054
H 2.373 0.427 0.687
*
```

These are the natural (NBO) partial charges, in e, on atoms 1 to 2:
1 C -0.8629
2 P 0.6572

=====

DFT (ωB97M-V/def2-TZVPD) results for 2 unconnected molecules or ions with the total composition BrH5N3OP in a non-equilibrium geometry.

The max |F| comes out at 2.02 eV Å⁻¹. Its energy relative to the best compared isomer or geometry (same formula, charge and spin) is 1.716 eV. The value obtained for the frontier orbital gap (alpha / beta) is 8.2 / 6.0 eV. As for the total energy: -3157.85680 hartree.

Structure (ORCA input):
```
! RIJCOSX wB97M-V def2-TZVPD def2/J DEFGRID3
* xyz 0 1
N 0.392 -0.270 -1.321
N 0.764 -0.152 1.237
N -1.462 0.810 0.211
O 0.842 2.062 -0.196
P 0.160 0.770 -0.028
Br -0.478 -3.538 -0.077
H -0.200 -1.086 -1.355
H 0.540 0.182 -2.210
H 0.171 -0.909 1.541
H 1.145 0.399 1.992
H -1.874 1.730 0.206
*
```

These are the natural (NBO) partial charges, in e, on atoms 1 to 2:
1 N -1.1746
2 N -1.1699